This record from the Open Molecules 2025 dataset describes a structure of composition C27H54BF2N8NaO6PS2Si. The level of theory is ωB97M-V with the def2-TZVPD basis set.

Properties
Gap between HOMO and LUMO   4.33 eV
Net charge   -1
Highest occupied orbital energy   -2.98 eV
DFT total energy   -102451.250 eV
Molecular weight   781.8 g/mol
Energy relative to the best compared isomer or geometry (same formula, charge and spin)   38.9 kJ/mol

XYZ file:
```
103
Properties=species:S:1:pos:R:3:lowdin_charge:R:1
Na -0.589 1.736 0.143 0.101
C -1.438 0.666 3.713 -0.040
C -0.038 1.209 3.548 -0.376
C 0.820 1.290 4.637 -0.102
C 2.081 1.855 4.410 -0.115
C 2.437 2.280 3.160 -0.067
C 1.527 2.144 2.052 -0.461
N 0.288 1.603 2.322 0.109
N 1.787 2.451 0.796 -0.022
Si 3.171 3.245 0.227 0.352
C 3.455 4.940 1.004 -0.175
C 3.026 3.537 -1.624 -0.184
C 4.770 2.240 0.435 -0.187
H -1.448 -0.221 4.352 0.070
H -1.860 0.427 2.737 0.045
H -2.078 1.418 4.181 0.079
H 0.510 0.955 5.618 0.087
H 2.786 1.950 5.231 0.095
H 3.418 2.704 2.984 0.071
H 2.585 5.571 0.803 0.029
H 4.337 5.432 0.583 0.019
H 3.580 4.886 2.087 0.012
H 2.067 3.999 -1.868 0.016
H 3.105 2.595 -2.174 0.002
H 3.830 4.195 -1.967 0.025
H 5.098 2.184 1.476 0.009
H 5.589 2.663 -0.154 0.016
H 4.596 1.216 0.088 0.013
O -0.525 0.660 -1.967 -0.560
S 0.175 1.761 -2.734 0.937
C 1.275 0.926 -3.937 -0.309
C 0.483 0.687 -5.214 -0.240
C -0.336 1.963 -5.399 -0.233
C -0.995 2.227 -4.053 -0.293
H 1.648 0.029 -3.444 0.083
H 2.113 1.606 -4.106 0.082
H -0.184 -0.170 -5.086 0.112
H 1.136 0.481 -6.064 0.107
H -1.080 1.875 -6.193 0.109
H 0.329 2.791 -5.660 0.114
H -1.831 1.549 -3.870 0.091
H -1.309 3.252 -3.876 0.070
C -2.886 -1.621 -1.902 -0.092
N -3.433 -1.411 -0.563 -0.283
C -2.769 -2.244 0.437 -0.094
P -3.796 0.136 -0.070 0.541
O -2.717 1.025 0.397 -0.282
N -4.841 -0.163 1.198 -0.302
C -5.008 0.864 2.215 -0.103
C -5.897 -1.151 1.177 -0.134
N -4.558 0.795 -1.383 -0.304
C -4.326 2.192 -1.733 -0.089
C -5.784 0.228 -1.900 -0.125
H -1.823 -1.370 -1.954 0.057
H -3.407 -0.992 -2.620 0.072
H -3.021 -2.669 -2.178 0.083
H -1.709 -1.978 0.542 0.081
H -2.840 -3.292 0.139 0.082
H -3.244 -2.120 1.409 0.078
H -4.164 1.548 2.189 0.072
H -5.053 0.399 3.205 0.082
H -5.934 1.433 2.065 0.081
H -5.677 -1.922 0.442 0.068
H -6.875 -0.709 0.943 0.078
H -5.977 -1.626 2.160 0.081
H -3.383 2.545 -1.315 0.038
H -5.131 2.835 -1.357 0.085
H -4.293 2.292 -2.822 0.080
H -5.829 -0.841 -1.694 0.068
H -5.825 0.365 -2.985 0.082
H -6.674 0.705 -1.468 0.082
F -0.974 5.611 -0.317 0.015
B -1.178 4.430 -0.979 -0.505
F -1.180 4.777 -2.342 -0.051
C 5.530 -3.421 0.071 -0.105
C 4.124 -4.004 0.082 -0.281
S 3.826 -4.841 1.632 0.646
O 4.413 -6.155 1.538 -0.322
O 4.214 -3.972 2.718 -0.314
C 2.058 -5.075 1.734 -0.207
C 1.238 -3.842 2.094 -0.129
N 1.150 -2.861 1.022 0.039
C 1.736 -1.632 1.018 -0.312
N 1.602 -1.025 -0.154 0.170
C 0.923 -1.877 -0.949 -0.048
C 0.648 -3.030 -0.261 -0.190
N -0.161 -4.108 -0.682 -0.343
O -0.508 -4.940 0.155 0.042
O -0.466 -4.158 -1.860 0.073
C 2.458 -1.041 2.172 0.028
H 5.709 -2.928 -0.883 0.081
H 6.279 -4.201 0.208 0.080
H 5.644 -2.686 0.866 0.077
H 3.983 -4.768 -0.683 0.108
H 3.370 -3.227 -0.038 0.078
H 1.965 -5.819 2.527 0.116
H 1.727 -5.533 0.802 0.099
H 1.683 -3.341 2.951 0.121
H 0.234 -4.165 2.358 0.126
H 0.599 -1.617 -1.943 0.102
H 3.255 -1.698 2.522 0.074
H 1.784 -0.824 3.005 0.088
H 2.876 -0.093 1.842 0.075
```